# C19H41O23P4V

A molecular structure, C19H41O23P4V (wB97M-V/def2-TZVPD, the Open Molecules 2025 dataset).

The value obtained for the LUMO energy (alpha / beta) is -8.74 / -10.76 eV. The maximum force comes out at 4.863 eV/A. As for the frontier orbital gap (alpha / beta): 5.36 / 3.34 eV. The expectation value of S² is 6.0197.

```
! wB97M-V def2-TZVPD RIJCOSX def2/J DEFGRID3
* xyz 2 5
V 17.695 -13.066 23.424
O 15.602 -16.164 22.024
C 16.248 -15.117 22.573
O 15.993 -13.940 22.192
O 17.107 -15.281 23.490
H 15.120 -15.719 21.322
C 13.547 -14.200 18.534
C 13.520 -15.579 18.737
C 12.382 -16.406 18.420
O 12.306 -17.583 18.666
C 11.276 -15.714 17.804
C 11.309 -14.370 17.518
C 12.443 -13.449 17.974
O 12.442 -12.213 17.850
O 10.362 -13.762 16.767
O 14.592 -16.146 19.284
H 14.407 -13.635 18.862
H 10.360 -16.267 17.658
H 10.603 -12.845 16.615
H 14.482 -17.084 19.110
C 21.263 -14.411 16.643
O 20.929 -15.765 17.048
P 19.411 -16.126 17.447
O 18.493 -16.019 16.262
O 19.596 -17.600 18.185
C 20.435 -17.741 19.338
O 19.179 -15.129 18.660
C 17.954 -15.143 19.437
H 20.604 -13.601 16.954
H 21.698 -14.361 15.645
H 22.164 -14.427 17.256
H 21.027 -16.837 19.481
H 21.068 -18.624 19.431
H 19.708 -17.732 20.150
H 17.519 -14.145 19.380
H 18.025 -15.446 20.482
H 17.271 -15.836 18.945
C 14.047 -16.322 27.326
O 13.541 -16.533 25.951
P 13.030 -18.030 25.356
O 12.112 -18.720 26.250
O 12.464 -17.702 23.804
C 12.200 -18.814 23.025
O 14.368 -18.865 25.082
C 15.538 -18.215 24.595
H 13.388 -15.884 28.075
H 14.856 -15.602 27.202
H 14.458 -17.218 27.792
H 11.145 -19.017 22.840
H 12.482 -19.748 23.511
H 12.591 -18.617 22.027
H 15.285 -17.163 24.466
H 16.023 -18.585 23.692
H 16.373 -18.413 25.267
C 23.247 -14.364 23.196
O 21.845 -14.155 23.462
P 20.887 -14.352 22.165
O 19.475 -13.892 22.355
O 21.760 -13.642 21.023
C 21.305 -13.380 19.755
O 21.081 -15.991 21.797
C 20.762 -16.928 22.742
H 23.844 -13.647 22.634
H 23.486 -15.218 22.562
H 23.680 -14.646 24.156
H 21.392 -14.301 19.178
H 21.930 -12.544 19.442
H 20.252 -13.100 19.736
H 19.876 -17.532 22.545
H 20.353 -16.610 23.702
H 21.652 -17.522 22.948
C 17.101 -13.278 27.763
O 17.976 -14.438 27.713
P 19.151 -14.480 26.530
O 18.826 -13.908 25.190
O 20.384 -13.782 27.292
C 21.603 -13.468 26.530
O 19.515 -16.029 26.581
C 18.537 -17.068 26.432
H 17.458 -12.424 27.187
H 17.050 -13.026 28.822
H 16.120 -13.456 27.323
H 21.248 -13.119 25.561
H 22.208 -14.356 26.344
H 22.234 -12.670 26.919
H 18.048 -17.403 27.347
H 19.012 -17.951 26.006
H 17.731 -16.696 25.799
*
```

=====

# C7H10

C7H10 in the gas phase (wB97M-V/def2-TZVPD, the Open Molecules 2025 dataset).

The value obtained for the LUMO energy is 0.98 eV. The maximum force comes out at 4.099 eV/A. As for the frontier orbital gap: 9.50 eV. As for the SMILES: C=C=CC/C=C\C.

```
! wB97M-V def2-TZVPD RIJCOSX def2/J DEFGRID3
* xyz 0 1
C 1.734 0.274 -1.328
C 0.268 0.489 -1.565
C -0.743 -0.210 -1.046
C -0.624 -1.368 -0.092
C -0.692 -0.966 1.364
C -0.664 0.283 1.719
C -0.558 1.585 1.820
H 2.272 0.166 -2.278
H 2.163 1.142 -0.812
H 1.939 -0.609 -0.714
H 0.023 1.323 -2.224
H -1.761 0.099 -1.286
H 0.302 -1.926 -0.251
H -1.440 -2.081 -0.279
H -0.776 -1.747 2.106
H 0.003 1.362 2.853
H -1.448 2.185 2.012
*
```

=====

# C60H152N8O20

12 unconnected molecules or ions with the total composition C60H152N8O20 (wB97M-V/def2-TZVPD, the Open Molecules 2025 dataset).

The value obtained for the LUMO energy is 0.65 eV. The maximum force comes out at 2.150 eV/A. As for the frontier orbital gap: 8.78 eV. As for the SMILES: COCCNCCOC.COCCNCCOC.COCCNCCOC.COCCNCCOC.COCCNCCOC.COCCNCCOC.COCCNCCOC.COCCNCCOC.CC(C)O.CC(C)O.CC(C)O.CC(C)O.

```
! wB97M-V def2-TZVPD RIJCOSX def2/J DEFGRID3
* xyz 0 1
C 13.531 -16.077 7.006
C 13.650 -17.026 5.825
C 14.900 -16.765 5.018
O 13.600 -18.392 6.253
H 13.685 -15.051 6.668
H 14.291 -16.313 7.753
H 12.534 -16.223 7.415
H 12.815 -16.839 5.144
H 15.767 -16.871 5.680
H 14.933 -15.769 4.589
H 14.913 -17.530 4.242
H 14.482 -18.663 6.544
C 8.368 -19.789 8.970
C 8.821 -20.908 9.858
C 9.845 -21.785 9.237
O 9.346 -20.426 11.078
H 7.770 -20.187 8.139
H 9.225 -19.318 8.472
H 7.781 -19.053 9.514
H 7.950 -21.514 10.157
H 10.770 -21.225 9.052
H 9.519 -22.119 8.250
H 10.097 -22.620 9.884
H 8.636 -19.870 11.513
C 21.569 -22.145 20.049
C 21.107 -20.682 19.887
C 19.697 -20.605 19.355
O 21.125 -20.020 21.169
H 21.618 -22.759 19.138
H 20.860 -22.731 20.655
H 22.547 -22.159 20.543
H 21.826 -20.196 19.224
H 19.563 -20.901 18.305
H 19.403 -19.544 19.307
H 18.898 -21.103 19.910
H 20.340 -20.301 21.684
C 14.248 -25.345 19.568
C 14.443 -23.883 19.971
C 15.633 -23.181 19.347
O 13.235 -23.105 19.663
H 14.962 -26.026 20.042
H 14.300 -25.499 18.488
H 13.259 -25.663 19.909
H 14.503 -23.916 21.078
H 15.629 -23.291 18.257
H 16.600 -23.530 19.713
H 15.597 -22.110 19.586
H 12.509 -23.413 20.207
C 11.999 -15.144 19.012
O 12.701 -15.504 17.878
C 13.540 -14.459 17.372
C 14.109 -14.932 16.066
N 14.839 -13.899 15.421
C 15.434 -14.424 14.232
C 16.363 -13.450 13.570
O 16.637 -13.981 12.292
C 17.345 -13.114 11.510
H 11.121 -14.531 18.740
H 12.589 -14.535 19.712
H 11.654 -16.049 19.502
H 14.324 -14.189 18.104
H 12.926 -13.550 17.196
H 13.307 -15.308 15.430
H 14.737 -15.813 16.305
H 15.589 -13.598 16.044
H 14.641 -14.697 13.530
H 15.991 -15.362 14.410
H 17.303 -13.289 14.132
H 15.924 -12.436 13.504
H 16.698 -12.307 11.146
H 17.740 -13.631 10.631
H 18.238 -12.719 12.013
C 12.187 -20.010 19.264
O 11.757 -19.602 17.996
C 12.418 -18.477 17.573
C 11.844 -18.094 16.250
N 10.397 -17.880 16.241
C 10.031 -16.614 16.880
C 8.556 -16.396 16.822
O 7.933 -17.375 17.539
C 6.543 -17.226 17.487
H 11.609 -20.885 19.548
H 11.982 -19.222 20.012
H 13.251 -20.275 19.279
H 13.501 -18.669 17.487
H 12.351 -17.653 18.310
H 12.065 -18.929 15.584
H 12.312 -17.183 15.875
H 9.912 -18.577 16.814
H 10.541 -15.801 16.350
H 10.385 -16.547 17.927
H 8.235 -16.454 15.771
H 8.282 -15.405 17.212
H 6.246 -16.311 18.048
H 6.087 -18.029 18.063
H 6.155 -17.160 16.467
C 16.993 -19.935 17.131
O 16.543 -18.986 16.198
C 15.451 -19.452 15.376
C 14.997 -18.269 14.551
N 13.907 -18.614 13.713
C 13.496 -17.450 12.954
C 12.458 -17.832 11.933
O 13.119 -18.116 10.696
C 12.201 -18.367 9.693
H 17.565 -20.712 16.589
H 16.179 -20.369 17.723
H 17.718 -19.460 17.788
H 14.644 -19.832 16.025
H 15.837 -20.281 14.749
H 15.859 -17.932 13.944
H 14.715 -17.459 15.224
H 14.094 -19.423 13.133
H 14.320 -16.911 12.454
H 13.038 -16.744 13.663
H 11.797 -16.961 11.760
H 11.826 -18.642 12.335
H 11.622 -19.269 9.956
H 12.732 -18.685 8.792
H 11.550 -17.523 9.450
C 9.953 -7.898 8.147
O 10.563 -9.089 8.542
C 10.567 -9.234 9.953
C 11.229 -10.519 10.293
N 10.410 -11.691 9.986
C 11.176 -12.901 9.980
C 11.769 -13.245 11.346
O 12.394 -14.496 11.362
C 13.596 -14.482 10.710
H 10.580 -7.057 8.499
H 8.953 -7.768 8.573
H 9.928 -7.851 7.066
H 9.511 -9.252 10.286
H 11.070 -8.407 10.478
H 11.319 -10.498 11.388
H 12.219 -10.550 9.806
H 9.936 -11.540 9.103
H 12.001 -12.866 9.235
H 10.552 -13.729 9.616
H 10.973 -13.250 12.094
H 12.466 -12.426 11.598
H 14.130 -15.414 10.864
H 14.229 -13.652 11.057
H 13.506 -14.342 9.624
C 15.948 -17.253 19.359
O 15.972 -18.375 20.248
C 15.359 -18.103 21.491
C 15.452 -19.376 22.301
N 16.887 -19.682 22.622
C 16.969 -20.777 23.580
C 18.336 -20.972 24.132
O 19.232 -21.277 23.150
C 20.326 -21.960 23.702
H 15.047 -17.271 18.735
H 16.789 -17.437 18.681
H 16.088 -16.294 19.858
H 14.300 -17.833 21.350
H 15.904 -17.289 21.981
H 15.023 -20.152 21.643
H 14.915 -19.291 23.244
H 17.303 -19.957 21.733
H 16.635 -21.721 23.113
H 16.338 -20.564 24.444
H 18.357 -21.736 24.914
H 18.621 -20.016 24.596
H 20.808 -21.322 24.464
H 21.077 -22.193 22.966
H 19.980 -22.859 24.230
C 12.621 -21.694 12.578
O 13.997 -21.428 12.420
C 14.399 -21.480 11.093
C 15.872 -21.223 11.076
N 16.543 -22.251 11.814
C 17.998 -22.140 11.946
C 18.473 -20.850 12.550
O 18.076 -20.840 13.908
C 18.427 -19.660 14.560
H 12.364 -22.725 12.297
H 12.000 -20.964 12.035
H 12.358 -21.588 13.634
H 13.844 -20.740 10.505
H 14.203 -22.483 10.675
H 16.015 -20.220 11.522
H 16.177 -21.234 10.025
H 16.111 -22.345 12.727
H 18.417 -22.278 10.946
H 18.268 -22.977 12.586
H 18.121 -19.946 12.031
H 19.582 -20.802 12.542
H 17.749 -18.838 14.271
H 19.448 -19.312 14.293
H 18.421 -19.773 15.640
C 19.821 -22.934 16.220
O 21.188 -22.882 15.995
C 21.708 -21.583 15.982
C 23.232 -21.664 16.034
N 23.763 -20.280 16.160
C 25.197 -20.275 16.556
C 26.137 -20.647 15.456
O 25.969 -19.703 14.431
C 26.753 -19.986 13.312
H 19.422 -23.863 15.830
H 19.269 -22.088 15.788
H 19.619 -22.894 17.304
H 21.334 -21.056 16.872
H 21.432 -21.005 15.081
H 23.606 -22.124 15.109
H 23.537 -22.283 16.879
H 23.832 -19.917 15.200
H 25.365 -20.882 17.445
H 25.466 -19.252 16.849
H 26.000 -21.685 15.116
H 27.178 -20.580 15.822
H 26.590 -20.987 12.891
H 27.844 -19.904 13.511
H 26.566 -19.218 12.560
C 3.867 -19.513 10.455
O 4.767 -19.123 11.441
C 5.240 -20.233 12.152
C 6.178 -19.720 13.212
N 7.263 -19.001 12.546
C 8.193 -18.408 13.509
C 8.986 -17.359 12.809
O 8.109 -16.351 12.418
C 8.712 -15.469 11.529
H 2.967 -19.951 10.894
H 4.329 -20.217 9.743
H 3.610 -18.639 9.855
H 5.843 -20.856 11.472
H 4.420 -20.840 12.550
H 6.622 -20.594 13.702
H 5.615 -19.129 13.947
H 6.764 -18.216 12.110
H 8.881 -19.111 13.988
H 7.669 -17.965 14.376
H 9.436 -17.812 11.909
H 9.829 -17.014 13.426
H 7.976 -14.726 11.244
H 9.079 -15.970 10.612
H 9.604 -15.001 11.972
*
```